(1)
DFT (ωB97M-V/def2-TZVPD) results for 14 unconnected molecules or ions with the total composition C27H82O21.

Computed properties:
**Highest occupied orbital energy**: -9.33 eV
**DFT total energy**: -2657.81004 hartree

Each line ends with the Mulliken charge.
Element x y z (Å)
C  -21.791  1.923  -11.011  -0.009
O  -21.874  2.244  -9.619  -0.496
H  -20.993  1.191  -11.180  -0.051
H  -22.742  1.570  -11.417  0.414
H  -21.510  2.813  -11.571  -0.260
H  -21.942  1.422  -9.110  0.149
C  -15.134  4.501  -15.059  -0.166
C  -16.230  3.553  -15.434  0.487
O  -15.955  2.899  -16.664  -0.659
O  -14.988  5.532  -16.063  -0.589
H  -14.176  3.963  -15.105  0.473
H  -15.146  4.946  -14.063  -0.123
H  -17.205  4.053  -15.439  0.245
H  -16.363  2.788  -14.648  -0.374
H  -16.801  2.718  -17.082  0.375
H  -14.147  5.376  -16.493  0.372
C  -11.675  5.611  -8.403  -0.139
C  -12.832  5.980  -7.512  -0.488
O  -14.105  5.666  -8.085  -0.140
O  -11.220  4.274  -8.260  -0.589
H  -10.793  6.207  -8.147  0.441
H  -11.921  5.908  -9.432  -0.164
H  -12.809  7.049  -7.305  0.368
H  -12.747  5.437  -6.564  0.348
H  -14.192  4.690  -8.142  0.048
H  -11.846  3.679  -8.694  0.353
C  -20.913  5.223  -7.964  -0.007
C  -20.034  4.356  -7.096  -0.528
O  -19.889  3.083  -7.768  -0.417
O  -22.194  4.656  -8.165  -0.642
H  -20.422  5.302  -8.942  -0.099
H  -21.050  6.221  -7.554  0.364
H  -20.481  4.178  -6.113  0.230
H  -19.032  4.768  -6.984  0.358
H  -20.773  2.767  -8.008  0.281
H  -22.231  3.963  -8.844  0.461
C  -17.983  7.581  -8.646  0.406
C  -16.617  8.139  -8.288  -0.163
O  -16.030  7.438  -7.234  -0.564
O  -18.904  7.863  -7.572  -0.547
H  -17.906  6.504  -8.749  -0.540
H  -18.392  8.106  -9.516  0.482
H  -16.772  9.190  -8.026  0.383
H  -15.983  8.098  -9.189  -0.001
H  -15.358  6.809  -7.562  0.452
H  -19.271  8.738  -7.718  0.314
C  -20.243  5.706  -14.074  -0.269
C  -21.456  5.438  -13.218  -0.627
O  -21.048  5.224  -11.847  -0.555
O  -19.374  4.596  -14.144  -0.541
H  -19.770  6.642  -13.747  0.191
H  -20.536  5.996  -15.092  0.356
H  -22.022  4.558  -13.537  0.241
H  -22.061  6.344  -13.185  0.425
H  -20.321  4.579  -11.857  -0.057
H  -18.806  4.593  -13.358  0.142
C  -19.437  -0.179  -7.703  -0.242
C  -20.866  -0.655  -7.850  -0.652
O  -21.817  0.411  -7.577  -0.610
O  -19.092  0.659  -8.805  -0.082
H  -18.786  -1.059  -7.711  0.399
H  -19.327  0.371  -6.763  0.208
H  -21.093  -1.531  -7.233  0.454
H  -21.093  -0.923  -8.883  0.232
H  -21.932  0.470  -6.623  0.308
H  -19.238  1.575  -8.486  0.055
C  -17.603  -1.300  -12.342  -0.571
C  -17.059  0.094  -12.090  -0.009
O  -18.075  0.952  -11.561  -0.045
O  -17.919  -1.947  -11.118  -0.503
H  -16.867  -1.858  -12.930  0.411
H  -18.539  -1.194  -12.892  0.090
H  -16.604  0.549  -12.963  0.204
H  -16.298  0.007  -11.295  0.262
H  -18.364  0.547  -10.728  -0.255
H  -17.144  -2.412  -10.791  0.327
C  -17.269  7.724  -13.570  -0.830
C  -15.759  7.980  -13.427  -0.016
O  -15.377  7.915  -12.035  -0.465
H  -17.777  8.615  -13.177  0.393
H  -17.614  6.909  -12.933  -0.050
H  -17.552  7.560  -14.608  0.419
H  -15.515  8.977  -13.801  0.477
H  -15.285  7.233  -14.066  -0.158
H  -15.687  8.745  -11.658  0.231
C  -11.602  6.486  -13.923  -1.138
C  -11.886  6.554  -12.425  -0.395
O  -13.187  6.062  -12.087  0.241
H  -10.561  6.748  -14.113  0.421
H  -12.205  7.244  -14.430  0.292
H  -11.851  5.484  -14.266  0.127
H  -11.677  7.555  -12.040  0.459
H  -11.198  5.849  -11.939  0.188
H  -13.776  6.829  -11.989  -0.145
C  -20.343  -0.156  -15.248  -1.583
C  -19.633  1.067  -14.721  1.256
O  -20.503  2.180  -14.909  -0.621
H  -21.196  -0.399  -14.609  0.319
H  -19.692  -1.028  -15.300  0.367
H  -20.793  0.060  -16.219  0.452
H  -18.671  1.178  -15.239  -0.048
H  -19.501  0.963  -13.639  -0.452
H  -20.091  2.960  -14.488  0.406
C  -15.849  2.653  -6.756  -1.321
C  -15.336  2.130  -8.066  0.501
O  -14.300  2.992  -8.519  -0.532
H  -16.284  3.656  -6.871  0.175
H  -14.999  2.880  -6.106  0.355
H  -16.602  2.010  -6.312  0.372
H  -16.135  2.017  -8.808  -0.290
H  -14.954  1.110  -7.919  0.306
H  -13.941  2.630  -9.345  0.074
C  -16.357  4.349  -10.778  0.952
C  -17.846  4.172  -10.606  -0.002
O  -18.474  3.678  -11.784  2.003
H  -16.107  4.929  -11.671  -0.468
H  -15.845  3.385  -10.831  -0.385
H  -15.907  4.905  -9.951  -0.007
H  -18.325  5.111  -10.336  0.037
H  -18.013  3.490  -9.761  -0.629
H  -18.383  2.707  -11.835  -0.749
C  -13.212  2.230  -12.661  -0.821
C  -12.646  2.852  -11.397  0.578
O  -12.482  1.859  -10.354  -0.576
H  -14.182  1.791  -12.467  0.177
H  -12.596  1.425  -13.073  0.562
H  -13.269  3.049  -13.380  -0.260
H  -13.329  3.644  -11.091  -0.123
H  -11.652  3.257  -11.603  0.286
H  -12.219  1.042  -10.785  0.303

---

(2)
DFT (ωB97M-V/def2-TZVPD) results for C7H12 in the gas phase.

Computed properties:
**Highest occupied orbital energy**: -9.21 eV
**DFT total energy**: -273.84175 hartree
**SMILES string**: CC#CCCCC

Each line ends with the Mulliken charge.
Element x y z (Å)
C  2.216  1.284  1.390  -1.271
C  1.015  1.222  0.455  -0.394
C  1.066  0.075  -0.558  -0.493
C  -0.097  0.156  -1.552  -0.584
C  -1.036  -0.925  -1.348  -0.355
C  -1.900  -1.443  -0.699  0.561
C  -2.902  -1.949  0.199  -1.220
H  2.305  0.376  1.998  0.322
H  3.142  1.403  0.819  0.326
H  2.135  2.136  2.072  0.344
H  0.094  1.147  1.053  0.285
H  0.938  2.171  -0.092  0.331
H  0.997  -0.890  -0.044  0.341
H  2.000  0.082  -1.129  0.300
H  -0.699  1.033  -1.326  0.285
H  0.199  0.277  -2.579  0.370
H  -3.169  -2.977  -0.027  0.303
H  -3.781  -1.308  0.149  0.285
H  -2.524  -1.871  1.219  0.265

---

Per-record LUMO level, eV: 0.2, 1.0
Per-record Kohn-Sham gap, eV: 9.50, 10.25